Entry 1:
# C19H53Ag2N4O6

C19H53Ag2N4O6 as an isolated structure in a non-equilibrium geometry (ωB97M-V with the def2-TZVPD basis set, OMol25).

The geometry in XYZ format:
```
84
Properties=species:S:1:pos:R:3:forces:R:3:mulliken_spin:R:1
Ag 0.88045 -3.48360 2.21867 0.293 -0.384 -0.689 0.01
Ag -2.46997 -2.93449 3.29267 -0.543 1.019 -0.024 0.01
C -1.37424 -1.66985 0.28741 0.689 0.083 -0.552 0.00
O -1.07106 -2.43725 1.37415 -0.423 -0.030 0.658 0.79
H -2.12926 -2.10215 -0.37240 -0.157 -0.063 0.163 0.02
H -1.76166 -0.69385 0.64392 -0.039 -0.041 0.276 0.10
H -0.44879 -1.42598 -0.24518 -0.114 0.135 -0.148 0.02
C -1.02531 -5.25726 -0.72910 0.215 0.466 -0.236 0.00
C 0.50650 -5.22531 -0.62766 -1.693 -0.385 0.143 0.00
C 1.08605 -4.07506 -1.39025 0.220 0.127 -0.392 -0.01
O 2.43753 -4.34178 -1.55540 0.775 0.130 0.100 0.00
C 3.08983 -3.37299 -2.37937 -1.235 0.239 0.418 0.00
N 0.93233 -5.28635 0.81618 0.067 -0.369 -0.741 0.01
H -1.28158 -5.53771 -1.75069 -0.107 0.125 -0.001 0.00
H -1.44389 -4.26685 -0.53571 -0.160 -0.087 0.060 -0.01
H -1.51721 -5.99161 -0.09010 0.218 -0.009 0.151 0.00
H 0.80121 -6.15667 -1.11616 0.556 0.107 0.112 0.00
H 0.94132 -3.09050 -0.90412 -0.045 -0.140 0.347 0.00
H 0.57826 -3.97235 -2.36165 -0.029 -0.223 -0.010 0.00
H 2.79870 -2.37813 -2.00826 0.364 0.076 0.001 0.00
H 2.66427 -3.45041 -3.38340 0.511 -0.088 -0.214 0.00
H 4.16023 -3.50620 -2.31070 0.049 -0.160 -0.207 0.00
H 1.84731 -5.73460 0.75605 0.154 0.282 0.524 0.00
H 0.31502 -6.01273 1.17549 0.242 0.019 0.409 0.00
C 1.39148 1.59305 0.72534 0.123 -1.182 0.369 0.00
C 2.62793 1.56458 1.61385 1.290 0.704 -0.306 0.00
C 2.58047 2.54678 2.78009 -0.905 0.124 0.645 0.00
O 2.44474 3.92168 2.49287 -0.139 -0.661 -1.049 0.00
C 3.41394 4.42060 1.58202 0.060 0.448 0.966 0.00
N 2.94328 0.20704 2.08604 -1.064 -0.173 0.400 0.00
H 0.64681 0.89475 1.13350 -0.072 0.159 0.057 0.00
H 1.71719 1.15606 -0.22069 -0.439 0.243 -0.266 0.00
H 0.90901 2.56187 0.62730 0.287 0.160 -0.112 0.00
H 3.47527 1.82115 0.96440 0.009 0.129 0.157 0.00
H 3.41441 2.40813 3.48000 0.156 -0.194 -0.229 0.00
H 1.65386 2.29606 3.31827 0.203 0.050 0.248 0.00
H 4.41532 4.27877 2.00355 0.068 0.084 -0.127 0.00
H 3.17873 5.48119 1.54685 0.301 0.061 -0.316 0.00
H 3.39987 3.98368 0.57828 -0.317 -0.074 0.029 0.00
H 3.70522 0.23952 2.75935 0.269 0.106 -0.309 0.00
H 2.15566 -0.05877 2.68332 0.030 -0.092 -0.093 0.00
C 3.82684 2.16762 -1.93867 -0.496 0.056 0.066 0.10
C 3.66217 2.32439 -3.46769 1.401 0.489 0.555 -0.06
C 2.31684 1.89231 -4.06609 0.198 -0.755 0.557 0.08
O 2.25126 0.51775 -3.78990 -0.040 0.161 -0.197 0.01
C 0.93459 -0.01949 -3.82645 -0.264 -0.484 0.423 0.00
N 3.96210 3.67930 -3.82571 -2.415 0.409 1.048 0.79
H 3.80312 1.11052 -1.68703 -0.047 -0.005 -0.034 0.00
H 3.00302 2.67400 -1.42793 0.012 -0.040 -0.011 -0.01
H 4.76720 2.57846 -1.57223 0.081 0.016 -0.201 0.00
H 4.50481 1.67938 -3.80230 -0.305 -0.021 -0.718 0.11
H 2.24428 2.10174 -5.13664 -0.016 0.168 0.001 0.00
H 1.54761 2.40264 -3.47136 -0.103 0.264 -0.380 0.00
H 0.74845 -0.52174 -2.87012 0.049 0.080 -0.018 0.00
H 0.84126 -0.77862 -4.60269 0.111 0.196 -0.193 0.00
H 0.15994 0.73808 -3.95384 0.109 0.085 -0.143 0.00
H 4.00751 4.32443 -3.02762 1.221 -0.094 -0.073 -0.01
H 3.31811 4.15203 -4.47227 0.641 -0.388 -0.837 -0.01
C -5.28059 0.77600 4.45868 0.436 1.263 -0.079 0.00
C -4.58672 -0.14351 3.46919 -1.563 -1.129 0.049 0.00
C -3.92923 0.60221 2.33957 0.805 -0.424 -0.117 0.00
O -2.85868 1.34465 2.87187 0.380 -0.246 0.342 0.00
C -2.23157 2.21341 1.94296 -0.220 0.092 0.182 0.00
N -3.66496 -1.07463 4.18964 0.993 -0.208 -0.645 0.02
H -6.08180 1.32756 3.96368 -0.111 -0.224 -0.031 0.00
H -4.56958 1.55789 4.74982 -0.004 -0.114 0.137 0.00
H -5.67415 0.35328 5.37995 -0.003 -0.478 -0.204 0.00
H -5.33418 -0.79710 3.00489 -0.026 0.106 -0.029 0.00
H -4.66032 1.18168 1.76632 -0.004 0.233 0.263 0.00
H -3.52732 -0.13902 1.61713 -0.082 0.046 0.036 0.00
H -1.20573 2.45620 2.22002 -0.090 -0.241 0.485 0.00
H -2.79583 3.14767 1.95263 0.025 0.029 -0.639 0.00
H -2.18286 1.71246 0.97433 -0.138 0.351 -0.201 0.00
H -3.07074 -0.44179 4.72294 0.236 -0.491 0.285 0.00
H -4.18116 -1.67677 4.82094 -0.295 0.560 0.347 0.00
C -3.36767 1.49049 -2.67172 0.203 -0.552 -0.784 0.00
C -3.53891 1.03096 -1.24081 -0.354 0.765 -0.123 0.00
O -4.82743 0.48632 -0.99668 0.021 0.114 0.171 0.00
H -3.40616 0.64350 -3.36336 0.187 0.043 0.004 0.00
H -2.42510 2.03126 -2.79839 0.098 -0.197 0.066 0.00
H -4.13322 2.17735 -3.03136 -0.246 -0.017 0.504 0.00
H -3.41567 1.94383 -0.65072 -0.169 -0.252 0.376 0.00
H -2.77914 0.30980 -0.91607 0.200 0.143 -0.284 0.00
H -4.75965 -0.44898 -0.79561 -0.082 -0.027 -0.169 0.00
```
Positions in Å, forces in eV/Å.

Summary:
⟨S²⟩	2.009
HOMO energy (spin up / spin down)	-15.95 / -15.95	eV
ΔE to the lowest compared entry with this formula, charge and spin	0.00	kJ/mol
gap between HOMO and LUMO (spin up / spin down)	6.30 / 4.04	eV
charge	+3
electronic energy	-46773.053	eV
spin multiplicity	3
lowest unoccupied orbital energy (spin up / spin down)	-9.65 / -11.91	eV

Entry 2:
# C4H9N

C4H9N as an isolated structure in a non-equilibrium geometry (ωB97M-V with the def2-TZVPD basis set, OMol25).

The geometry in XYZ format:
```
14
Properties=species:S:1:pos:R:3:forces:R:3:mulliken_charge:R:1
C -0.81768 0.24299 0.69970 3.053 1.677 0.494 0.13
C -1.63185 1.38230 0.12415 -0.138 -0.294 0.061 -1.23
N -0.79005 -0.93982 -0.02122 2.696 -2.256 -0.761 -0.67
H 0.28016 -1.35601 0.07715 -3.226 0.562 0.039 0.35
H -0.73971 -0.74810 -1.02129 -0.452 0.150 -0.019 0.33
H -1.01980 0.06241 1.75661 0.014 0.063 -0.049 0.28
H 0.46698 0.63406 0.70625 -3.144 0.279 0.602 0.06
H -1.29034 1.62921 -0.87968 0.043 0.087 -0.038 0.33
H -1.57934 2.26683 0.75756 0.070 -0.015 -0.057 0.33
H -2.67971 1.07908 0.05343 0.021 0.019 0.011 0.32
C 1.96394 -0.93496 -0.21903 -0.142 3.139 0.770 -0.59
C 2.83801 -1.43044 -0.88588 -0.332 -0.346 0.227 -0.14
H 3.54791 -1.98592 -1.43818 0.214 -0.143 -0.175 0.41
H 1.45148 0.09835 0.29042 1.322 -2.920 -1.105 0.08
```
Positions in Å, forces in eV/Å.

Summary:
HOMO energy	-9.26	eV
ΔE to the lowest compared entry with this formula, charge and spin	415.27	kJ/mol
gap between HOMO and LUMO	10.39	eV
charge	0
electronic energy	-5779.508	eV
lowest unoccupied orbital energy	1.13	eV

Entry 3:
# C3H12N2O2P

An isolated ion of composition C3H12N2O2P and charge +1 in a non-equilibrium geometry (ωB97M-V with the def2-TZVPD basis set, OMol25).

The geometry in XYZ format:
```
20
Properties=species:S:1:pos:R:3:forces:R:3:mulliken_charge:R:1
C 2.05977 1.08323 1.86162 0.132 0.521 -0.429 -1.12
C 0.60464 1.01046 1.36925 0.682 -0.251 0.724 -0.42
N 0.46870 -0.18452 0.50542 -1.488 2.401 -4.778 -0.31
P -0.46828 0.07989 -1.08649 1.319 0.148 4.259 0.86
N -2.07045 0.41419 -0.83489 0.939 1.080 1.050 -0.44
O 0.29730 1.17371 -1.90482 0.191 -0.216 0.678 -0.49
O -0.38510 -1.22458 -1.90993 0.046 0.639 -0.112 -0.27
C -0.95784 -2.34952 -1.24925 -1.786 -0.563 -2.277 -0.75
H 2.15115 1.86665 2.59745 -0.190 0.327 0.458 0.38
H 2.36093 0.14514 2.39761 0.047 0.735 -1.052 0.30
H 2.71273 1.48449 1.02484 -0.399 -1.284 0.895 0.26
H -0.07427 0.92479 2.23646 0.129 0.141 -0.448 0.35
H 0.35658 1.90358 0.80501 -0.072 0.226 0.033 0.42
H 0.07360 -0.90502 1.02390 -0.831 -1.786 0.820 0.29
H -2.55565 0.25531 -1.72190 -0.669 0.580 0.693 0.27
H -2.44191 1.10266 -0.05316 0.997 -1.915 -2.621 0.32
H 1.27017 1.16328 -1.77102 -0.468 -0.002 -0.237 0.39
H -0.40655 -3.19450 -1.49460 1.099 -1.387 -0.539 0.30
H -1.99467 -2.50177 -1.55171 0.109 0.136 -0.375 0.31
H -1.00085 -2.24746 -0.24379 0.213 0.469 3.257 0.34
```
Positions in Å, forces in eV/Å.

Summary:
HOMO energy	-14.37	eV
ΔE to the lowest compared entry with this formula, charge and spin	0.00	kJ/mol
gap between HOMO and LUMO	11.18	eV
charge	+1
electronic energy	-19664.110	eV
lowest unoccupied orbital energy	-3.19	eV

Entry 4:
# C2H4ClNO2

One molecule with the formula C2H4ClNO2 in a non-equilibrium geometry (ωB97M-V with the def2-TZVPD basis set, OMol25).

The geometry in XYZ format:
```
10
Properties=species:S:1:pos:R:3:forces:R:3:mulliken_charge:R:1
C -1.26342 0.94939 0.08683 3.076 -1.206 2.278 -0.61
O -0.61585 0.23606 -0.97097 0.639 -0.992 1.698 -0.34
N 0.94954 -0.07819 -0.42585 -2.352 -0.534 0.196 0.44
O 1.55172 0.97270 -0.34866 0.652 -1.932 -0.662 -0.50
C 0.91147 -1.38351 -0.10319 0.846 2.143 -0.101 0.01
Cl 2.23158 -2.52120 -0.15695 -0.375 1.199 0.234 -0.13
H -0.37114 1.29140 0.65976 -0.689 1.143 -0.278 0.27
H -1.68348 0.36008 0.97407 -0.599 0.120 -1.904 0.23
H -1.79192 1.79096 -0.27430 -0.847 0.549 -0.286 0.34
H 0.08151 -1.61769 0.55926 -0.350 -0.491 -1.175 0.29
```
Positions in Å, forces in eV/Å.

Summary:
HOMO energy (spin up / spin down)	-9.38 / -9.37	eV
ΔE to the lowest compared entry with this formula, charge and spin	581.78	kJ/mol
gap between HOMO and LUMO (spin up / spin down)	8.80 / 8.80	eV
charge	0
electronic energy	-20240.193	eV
lowest unoccupied orbital energy (spin up / spin down)	-0.57 / -0.57	eV

- What is the formula in the fourth record?
  C2H4ClNO2